[1]
Here is 8 unconnected molecules or ions with the total composition C31H83N7O13 from the Open Molecules 2025 dataset. Energies are from ωB97M-V/def2-TZVPD.

Properties
Multiplicity: 2
LUMO (spin up / spin down): 2.078 / 2.044 eV
Kohn-Sham gap (spin up / spin down): 1.4617 / 8.2680 eV
Charge: -1

Each line ends with the Löwdin spin population.
Positions of all 134 atoms, in Å:
C (-2.647, -5.432, 3.935)  0.16
O (-3.093, -4.829, 2.921)  0.01
N (-3.242, -6.295, 4.712)  0.06
N (-1.496, -5.147, 4.515)  0.10
H (-3.892, -6.955, 4.308)  0.02
H (-2.772, -6.531, 5.574)  0.08
H (-1.004, -4.436, 3.992)  0.01
H (-1.147, -5.606, 5.344)  0.13
C (5.839, 1.302, -0.463)  0.00
O (4.596, 1.698, 0.167)  0.00
C (4.093, 0.750, 1.185)  0.00
C (3.690, 1.630, 2.344)  0.00
N (2.581, 2.511, 2.089)  0.00
C (2.252, 3.603, 3.038)  0.00
C (3.123, 4.829, 2.959)  0.00
O (4.450, 4.815, 3.407)  0.00
C (4.589, 4.378, 4.794)  0.01
H (5.802, 0.389, -1.059)  0.00
H (6.543, 1.109, 0.345)  0.00
H (6.332, 2.053, -1.079)  0.00
H (4.684, -0.110, 1.501)  0.00
H (3.301, 0.280, 0.603)  0.00
H (4.565, 2.210, 2.635)  0.00
H (3.479, 0.863, 3.089)  0.00
H (2.629, 2.766, 1.113)  0.00
H (2.245, 3.271, 4.076)  0.00
H (1.180, 3.770, 2.938)  0.00
H (2.626, 5.723, 3.339)  0.00
H (3.099, 5.061, 1.894)  0.00
H (4.286, 3.361, 5.042)  0.00
H (4.078, 5.070, 5.464)  0.00
H (5.635, 4.437, 5.097)  0.00
C (-3.308, 2.001, 6.499)  0.03
O (-3.532, 2.416, 5.104)  0.00
C (-2.211, 2.586, 4.439)  0.01
C (-2.509, 2.855, 3.005)  0.00
N (-3.244, 1.832, 2.351)  0.00
C (-2.300, 0.828, 1.835)  0.00
C (-3.080, -0.245, 1.009)  0.00
O (-2.511, -0.342, -0.326)  0.00
C (-2.805, 0.761, -1.153)  0.00
H (-4.296, 1.749, 6.886)  0.00
H (-2.975, 2.863, 7.076)  0.00
H (-2.668, 1.122, 6.579)  0.02
H (-1.504, 1.760, 4.506)  0.00
H (-1.772, 3.546, 4.713)  0.00
H (-1.601, 3.129, 2.469)  0.00
H (-3.048, 3.802, 3.021)  0.00
H (-3.933, 2.195, 1.709)  0.00
H (-1.919, 0.449, 2.783)  0.00
H (-1.437, 1.154, 1.254)  0.00
H (-4.138, -0.025, 0.864)  0.00
H (-3.174, -1.166, 1.585)  0.00
H (-2.534, 0.513, -2.179)  0.00
H (-2.257, 1.671, -0.910)  0.00
H (-3.891, 0.854, -1.184)  0.00
C (2.210, -0.674, 5.591)  0.04
O (1.228, -0.795, 4.531)  0.04
C (1.417, -2.053, 3.892)  0.05
C (0.520, -2.245, 2.670)  0.02
N (1.216, -1.839, 1.420)  0.00
C (0.321, -2.055, 0.265)  0.00
C (1.075, -1.934, -1.034)  0.00
O (1.909, -0.753, -1.193)  0.00
C (1.270, 0.245, -1.868)  0.00
H (3.131, -0.482, 5.040)  0.00
H (2.270, -1.566, 6.214)  0.02
H (2.196, 0.304, 6.071)  0.00
H (1.112, -2.938, 4.451)  0.03
H (2.458, -2.327, 3.719)  0.01
H (-0.322, -1.554, 2.639)  0.00
H (0.196, -3.251, 2.403)  0.01
H (1.599, -0.904, 1.406)  0.00
H (-0.482, -1.320, 0.318)  0.00
H (-0.197, -3.000, 0.427)  0.00
H (0.349, -2.018, -1.843)  0.00
H (1.622, -2.860, -1.212)  0.00
H (0.347, 0.617, -1.425)  0.00
H (1.213, 0.112, -2.949)  0.00
H (1.885, 1.141, -1.949)  0.00
C (-1.048, 3.322, -3.294)  0.00
O (0.217, 2.946, -3.766)  0.00
C (1.100, 4.079, -3.655)  0.00
C (2.387, 3.862, -4.323)  0.00
N (3.358, 2.849, -3.821)  0.00
C (4.633, 3.004, -4.443)  0.00
C (5.219, 1.634, -4.174)  0.00
O (4.286, 0.726, -4.771)  0.00
C (4.642, -0.593, -4.275)  0.00
H (-1.430, 3.980, -4.075)  0.00
H (-0.876, 3.755, -2.309)  0.00
H (-1.713, 2.459, -3.256)  0.00
H (1.225, 4.477, -2.648)  0.00
H (0.635, 5.027, -3.924)  0.00
H (2.906, 4.812, -4.456)  0.00
H (2.075, 3.499, -5.301)  0.00
H (3.100, 1.908, -4.082)  0.00
H (5.132, 3.852, -3.973)  0.00
H (4.534, 3.096, -5.524)  0.00
H (5.403, 1.386, -3.128)  0.00
H (6.139, 1.445, -4.726)  0.00
H (3.942, -1.331, -4.667)  0.00
H (4.545, -0.642, -3.190)  0.00
H (5.608, -0.931, -4.651)  0.00
C (-1.968, -3.741, -2.847)  0.00
O (-1.693, -3.132, -4.162)  0.00
C (-2.752, -2.335, -4.708)  0.00
C (-3.802, -3.208, -5.477)  0.00
N (-4.819, -2.353, -6.039)  0.00
C (-5.947, -3.014, -6.619)  0.00
C (-6.538, -3.964, -5.533)  0.00
O (-7.077, -3.237, -4.460)  0.00
C (-7.964, -4.048, -3.617)  0.00
H (-1.710, -3.147, -1.971)  0.00
H (-1.389, -4.665, -2.835)  0.00
H (-3.013, -4.047, -2.896)  0.00
H (-2.303, -1.708, -5.478)  0.00
H (-3.130, -1.652, -3.948)  0.00
H (-4.082, -3.914, -4.694)  0.00
H (-3.206, -3.823, -6.152)  0.00
H (-4.278, -1.806, -6.693)  0.00
H (-5.803, -3.564, -7.549)  0.00
H (-6.540, -2.143, -6.898)  0.00
H (-5.911, -4.794, -5.209)  0.00
H (-7.284, -4.538, -6.084)  0.00
H (-8.683, -4.709, -4.100)  0.00
H (-8.384, -3.462, -2.799)  0.00
H (-7.338, -4.724, -3.033)  0.00
O (4.052, -2.830, 0.066)  0.01
H (3.314, -3.010, 0.648)  0.00
H (3.752, -2.107, -0.485)  0.00
O (0.439, 2.177, 6.959)  0.02
H (-0.128, 1.498, 7.326)  0.01
H (-0.134, 2.683, 6.383)  0.01

[2]
Here is 2 unconnected molecules or ions with the total composition CH3FIP from the Open Molecules 2025 dataset. Energies are from ωB97M-V/def2-TZVPD.

Properties
Multiplicity: 3
LUMO (spin up / spin down): 0.474 / -1.436 eV
Kohn-Sham gap (spin up / spin down): 8.6740 / 8.3405 eV
Relative energy (zero: lowest compared OMol25 entry of this formula, charge and spin): 1.0 kcal per mole
Charge: 0

Each line ends with the natural charge from an NBO analysis.
Positions of all 7 atoms, in Å:
C (0.991, 0.987, -0.500)  -0.58
F (-1.846, -1.023, -0.671)  -0.58
P (-1.594, -0.421, 0.832)  0.70
I (2.763, 0.360, 0.220)  0.20
H (0.797, 0.710, -1.562)  0.19
H (0.109, 1.009, 0.123)  0.17
H (-1.220, -1.622, 1.560)  -0.11

[3]
Here is a gas-phase ion, C7H9N4O2 (charge +1) from the Open Molecules 2025 dataset. Energies are from ωB97M-V/def2-TZVPD.

Properties
LUMO: -4.691 eV
Kohn-Sham gap: 8.8258 eV
Relative energy (zero: lowest compared OMol25 entry of this formula, charge and spin): 67.2 kcal per mole
SMILES: NC(O)(O)[n+]1[nH]nc2ccccc21
Charge: +1

Each line ends with the natural charge from an NBO analysis.
Positions of all 22 atoms, in Å:
N (-1.186, 2.507, 1.351)  -0.87
C (-0.095, 1.774, 0.898)  0.81
O (0.861, 1.469, 1.786)  -0.69
O (0.646, 2.794, -0.137)  -0.79
N (-0.523, 0.675, 0.012)  -0.17
N (-1.705, 0.666, -0.594)  -0.07
N (-1.869, -0.404, -1.271)  -0.10
C (-0.882, -1.257, -1.033)  0.06
C (-0.578, -2.596, -1.352)  -0.16
C (0.548, -3.160, -0.862)  -0.21
C (1.441, -2.335, -0.139)  -0.10
C (1.246, -1.031, 0.187)  -0.29
C (0.062, -0.496, -0.192)  0.23
H (-1.195, 2.840, 2.250)  0.42
H (-1.525, 3.250, 0.721)  0.41
H (1.521, 2.262, 1.941)  0.55
H (1.396, 2.372, -0.607)  0.48
H (-2.384, 1.425, -0.513)  0.46
H (-1.359, -3.149, -1.987)  0.26
H (0.912, -4.195, -0.968)  0.26
H (2.497, -2.910, 0.054)  0.25
H (2.171, -0.500, 0.456)  0.26

[4]
Here is 2 unconnected molecules or ions with the total composition C4H11NO from the Open Molecules 2025 dataset. Energies are from ωB97M-V/def2-TZVPD.

Properties
LUMO: 0.957 eV
Kohn-Sham gap: 10.1051 eV
Relative energy (zero: lowest compared OMol25 entry of this formula, charge and spin): 46.3 kcal per mole
SMILES: C/C=C/CN.O
Charge: 0

Each line ends with the natural charge from an NBO analysis.
Positions of all 17 atoms, in Å:
C (-0.648, -1.877, 1.582)  -0.64
C (-0.350, -0.800, 0.581)  -0.17
C (0.816, -0.196, 0.451)  -0.22
C (1.124, 0.821, -0.620)  -0.25
N (1.134, 0.126, -1.970)  -0.87
H (-0.243, -1.725, 2.506)  0.21
H (-1.682, -2.069, 1.714)  0.22
H (-0.268, -2.783, 1.077)  0.22
H (-1.122, -0.661, -0.159)  0.19
H (1.579, -0.523, 1.169)  0.20
H (0.329, 1.532, -0.656)  0.18
H (2.174, 1.220, -0.429)  0.20
H (0.886, -0.821, -1.793)  0.37
H (1.879, 0.348, -2.574)  0.37
O (-2.172, 2.741, -0.407)  -0.92
H (-1.696, 2.643, 0.412)  0.46
H (-1.739, 2.023, -0.883)  0.46

[5]
Here is a gas-phase ion, C10H12ClIN3 (charge +1) from the Open Molecules 2025 dataset. Energies are from ωB97M-V/def2-TZVPD.

Properties
LUMO: -3.962 eV
Kohn-Sham gap: 7.9869 eV
Relative energy (zero: lowest compared OMol25 entry of this formula, charge and spin): 13.7 kcal per mole
SMILES: CC(=N/C(Cl)=C\I)/[NH+]=C\N=C1\C=CCC1
Charge: +1

Each line ends with the natural charge from an NBO analysis.
Positions of all 27 atoms, in Å:
C (-2.590, -1.715, -2.452)  -0.69
C (-1.509, -0.889, -1.978)  0.52
N (-1.194, 0.208, -2.530)  -0.52
C (-0.069, 0.898, -2.262)  0.15
Cl (-0.351, 2.398, -1.520)  0.09
C (1.152, 0.290, -2.360)  -0.52
I (1.415, -1.366, -3.640)  0.24
N (-0.596, -1.549, -1.196)  -0.67
C (0.586, -1.091, -0.574)  0.37
N (0.589, -0.615, 0.584)  -0.36
C (0.666, 0.118, 1.580)  0.39
C (0.415, -0.298, 2.920)  -0.30
C (0.438, 0.730, 3.722)  -0.01
C (0.879, 1.947, 3.000)  -0.44
C (1.153, 1.504, 1.592)  -0.49
H (-2.548, -1.587, -3.538)  0.27
H (-3.665, -1.389, -2.208)  0.28
H (-2.297, -2.747, -2.328)  0.23
H (2.041, 0.780, -1.816)  0.26
H (-0.794, -2.582, -0.993)  0.45
H (1.556, -1.540, -0.820)  0.24
H (-0.065, -1.287, 3.128)  0.25
H (0.100, 0.820, 4.799)  0.25
H (0.074, 2.784, 3.028)  0.25
H (1.694, 2.389, 3.481)  0.24
H (2.223, 1.705, 1.498)  0.27
H (0.697, 2.085, 0.883)  0.26

[6]
Here is C6H15NS2 in the gas phase from the Open Molecules 2025 dataset. Energies are from ωB97M-V/def2-TZVPD.

Properties
LUMO: 0.435 eV
Kohn-Sham gap: 9.0420 eV
Relative energy (zero: lowest compared OMol25 entry of this formula, charge and spin): 47.5 kcal per mole
SMILES: CC(C)(C)SSCCN
Charge: 0

Each line ends with the natural charge from an NBO analysis.
Positions of all 24 atoms, in Å:
C (-0.319, 0.368, 1.515)  -0.64
C (-0.460, 1.421, 0.458)  -0.13
C (-1.725, 2.218, 0.484)  -0.63
C (0.843, 2.216, 0.550)  -0.62
S (-0.296, 0.621, -1.203)  0.12
S (-1.373, -1.227, -0.886)  0.04
C (-0.295, -2.713, -1.010)  -0.52
C (1.067, -2.347, -1.500)  -0.22
N (1.688, -1.435, -0.685)  -0.88
H (0.547, -0.314, 1.439)  0.23
H (-0.376, 1.047, 2.361)  0.21
H (-1.248, -0.276, 1.454)  0.23
H (-1.887, 2.764, -0.415)  0.23
H (-2.603, 1.586, 0.670)  0.23
H (-1.757, 3.015, 1.317)  0.21
H (1.189, 2.412, 1.621)  0.21
H (1.739, 1.839, 0.064)  0.23
H (0.629, 3.109, 0.213)  0.20
H (-0.191, -3.310, -0.180)  0.20
H (-0.788, -3.351, -1.762)  0.22
H (1.649, -3.339, -1.663)  0.19
H (0.977, -1.862, -2.441)  0.19
H (1.971, -1.810, 0.224)  0.35
H (1.019, -0.634, -0.624)  0.35

[7]
Here is 5 unconnected molecules or ions with the total composition C11H22BBrCl12NO3 from the Open Molecules 2025 dataset. Energies are from ωB97M-V/def2-TZVPD.

Properties
LUMO: -3.641 eV
Kohn-Sham gap: 8.9156 eV
Charge: +1

Each line ends with the natural charge from an NBO analysis.
Positions of all 51 atoms, in Å:
C (4.029, 1.267, 0.793)  -0.65
C (2.614, 1.439, 1.300)  -0.06
O (1.641, 0.989, 0.332)  -0.54
C (1.296, -0.341, 0.359)  0.11
N (-0.206, -0.376, 0.091)  -0.55
Br (-0.568, -1.919, -0.972)  0.32
C (-0.968, -0.552, 1.380)  0.11
O (-2.304, -0.412, 1.095)  -0.54
C (-3.099, 0.223, 2.105)  -0.26
B (-0.617, 0.982, -0.700)  1.23
O (-0.390, 0.855, -2.010)  -0.91
C (-1.087, 2.254, 0.059)  -0.85
C (-1.721, 3.315, -0.853)  -0.60
H (4.405, 0.254, 0.943)  0.22
H (4.065, 1.482, -0.276)  0.23
H (4.699, 1.962, 1.298)  0.24
H (2.371, 2.485, 1.478)  0.20
H (2.441, 0.887, 2.231)  0.17
H (1.773, -0.926, -0.427)  0.21
H (1.469, -0.807, 1.336)  0.19
H (-0.726, -1.560, 1.733)  0.20
H (-0.580, 0.192, 2.086)  0.20
H (-3.897, 0.767, 1.604)  0.21
H (-3.528, -0.536, 2.760)  0.20
H (-2.499, 0.914, 2.699)  0.18
H (-1.051, 1.165, -2.635)  0.54
H (-1.766, 2.028, 0.880)  0.24
H (-0.186, 2.664, 0.532)  0.27
H (-1.110, 3.498, -1.738)  0.21
H (-2.728, 3.029, -1.160)  0.21
H (-1.799, 4.254, -0.307)  0.24
C (1.950, -4.458, -2.745)  -0.29
Cl (2.629, -3.841, -1.227)  -0.01
Cl (2.926, -5.747, -3.401)  0.07
Cl (0.272, -4.964, -2.487)  0.01
H (1.935, -3.638, -3.452)  0.23
C (4.700, -6.943, -7.226)  -0.29
Cl (4.072, -5.294, -7.124)  0.01
Cl (6.258, -6.976, -8.037)  0.04
Cl (4.806, -7.674, -5.622)  0.01
H (4.000, -7.526, -7.809)  0.23
C (-3.942, 6.764, 0.729)  -0.29
Cl (-3.187, 8.184, 0.027)  0.04
Cl (-4.561, 5.686, -0.523)  0.02
Cl (-2.811, 5.908, 1.790)  0.00
H (-4.779, 7.084, 1.337)  0.23
C (-2.826, -1.230, 6.062)  -0.29
Cl (-4.464, -0.597, 6.048)  0.04
Cl (-2.726, -2.762, 5.198)  0.03
Cl (-1.699, -0.053, 5.359)  -0.01
H (-2.526, -1.395, 7.088)  0.24

[8]
Here is a molecular structure, C25H55FeNO2Si2 from the Open Molecules 2025 dataset. Energies are from ωB97M-V/def2-TZVPD.

Properties
Multiplicity: 5
LUMO (spin up / spin down): 0.519 / 0.368 eV
Kohn-Sham gap (spin up / spin down): 7.5540 / 8.4302 eV
Relative energy (zero: lowest compared OMol25 entry of this formula, charge and spin): 0.0 kcal per mole
Charge: 0

Each line ends with the Löwdin spin population.
Positions of all 86 atoms, in Å:
O (-0.961, 4.228, 0.104)  0.00
O (1.821, 5.317, -0.100)  0.00
C (-1.753, 3.756, -0.990)  0.00
C (-2.930, 2.856, -0.650)  0.00
H (-1.081, 3.239, -1.699)  0.00
H (-2.109, 4.669, -1.484)  0.00
H (-2.603, 1.874, -0.285)  0.00
H (-3.510, 2.680, -1.561)  0.00
H (-3.596, 3.324, 0.083)  0.00
C (-1.054, 3.461, 1.312)  0.00
C (-0.809, 4.393, 2.469)  0.00
H (-0.341, 2.611, 1.284)  0.00
H (-2.061, 3.026, 1.422)  0.00
H (0.150, 4.908, 2.369)  0.00
H (-0.843, 3.842, 3.411)  0.00
H (-1.604, 5.147, 2.511)  0.00
C (3.185, 5.546, 0.308)  0.00
C (1.135, 6.524, -0.474)  0.00
C (3.370, 5.260, 1.785)  0.00
H (3.476, 6.594, 0.093)  0.00
H (3.816, 4.890, -0.311)  0.00
H (2.790, 5.977, 2.380)  0.00
H (4.433, 5.366, 2.033)  0.00
H (3.039, 4.242, 2.029)  0.00
C (0.978, 7.477, 0.688)  0.00
H (0.171, 6.175, -0.853)  0.00
H (1.684, 7.011, -1.303)  0.00
H (0.496, 6.979, 1.534)  0.00
H (0.351, 8.310, 0.366)  0.00
H (1.948, 7.868, 1.006)  0.00
H (1.217, 3.705, -0.782)  0.00
Fe (0.592, -0.460, -0.698)  3.58
C (1.631, 2.908, -1.468)  0.01
Si (2.189, 3.701, -3.096)  0.00
H (2.502, 2.457, -0.968)  0.00
H (0.870, 2.140, -1.615)  0.01
C (0.832, 4.775, -3.854)  0.00
C (2.723, 2.402, -4.348)  0.00
C (3.684, 4.844, -3.008)  0.00
C (-0.315, 0.120, -2.331)  0.07
Si (-0.400, -1.597, -3.075)  0.03
H (0.220, 0.838, -2.981)  0.02
H (-1.338, 0.532, -2.185)  0.01
C (0.566, -1.594, -4.689)  0.00
C (-2.200, -2.025, -3.396)  0.00
C (0.256, -3.051, -2.055)  0.01
H (3.880, 5.253, -4.009)  0.00
H (4.574, 4.287, -2.698)  0.00
H (3.561, 5.691, -2.327)  0.00
H (0.021, 4.162, -4.266)  0.00
H (1.260, 5.368, -4.678)  0.00
H (0.398, 5.479, -3.133)  0.00
H (2.087, 1.512, -4.338)  0.00
H (3.753, 2.091, -4.131)  0.00
H (2.707, 2.829, -5.361)  0.00
H (-2.774, -1.153, -3.738)  0.00
H (-2.678, -2.417, -2.487)  0.00
H (-2.250, -2.800, -4.175)  0.00
H (-0.250, -3.170, -1.087)  0.00
H (1.341, -3.004, -1.886)  0.00
H (0.049, -3.956, -2.644)  0.00
H (0.333, -2.508, -5.252)  0.00
H (1.649, -1.575, -4.503)  0.00
H (0.310, -0.729, -5.316)  0.00
C (1.733, 0.397, 1.901)  0.01
N (1.999, -0.637, 0.879)  0.04
C (3.370, -0.509, 0.361)  0.02
C (1.700, -2.010, 1.434)  0.01
C (0.200, -2.171, 1.479)  0.02
C (-0.376, -3.148, 2.307)  0.00
C (-1.767, -3.301, 2.320)  0.00
C (-2.569, -2.446, 1.562)  0.00
C (-1.977, -1.468, 0.725)  0.02
C (-0.599, -1.372, 0.648)  0.09
H (1.887, 1.392, 1.456)  0.00
H (2.420, 0.276, 2.757)  0.00
H (0.700, 0.331, 2.261)  0.00
H (4.110, -0.681, 1.159)  0.00
H (3.532, -1.235, -0.443)  0.00
H (3.505, 0.501, -0.047)  0.00
H (2.174, -2.769, 0.784)  0.00
H (2.149, -2.107, 2.442)  0.00
H (0.295, -3.778, 2.902)  0.00
H (-2.218, -4.096, 2.925)  0.00
H (-3.658, -2.544, 1.597)  0.00
H (-2.598, -0.802, 0.114)  0.00

Which of these has the lowest charge? C31H83N7O13

The lowest charge belongs to which entry? C31H83N7O13